Record 1
46
Properties=species:S:1:pos:R:3:forces:R:3:mulliken_charge:R:1 method="wB97M-V/def2-TZVPD" spin_multiplicity=3 orbital_gap_ev="4.8 / 3.7" homo_energy_ha="-0.5204 / -0.4815" charge=+2
C 1.480 -2.238 2.244 -0.325 0.171 -0.562 -1.390
C 1.510 -1.403 0.845 -3.169 -1.314 3.175 0.938
C 1.553 -2.530 -0.311 1.980 0.261 -0.357 -1.336
C 0.123 -0.559 0.826 0.035 -0.376 0.395 -1.334
C 0.314 0.982 0.425 -0.189 -1.901 1.037 0.394
S 0.821 1.853 2.021 0.460 0.192 -0.322 -0.065
S -1.299 1.832 -0.101 2.585 7.944 -3.519 1.513
O -1.148 3.244 0.436 -0.963 -4.393 -0.001 -0.657
O -1.417 1.998 -1.590 -0.419 -2.697 3.162 -0.662
C -2.816 1.166 0.744 -1.038 0.854 3.433 0.498
F -3.700 2.260 0.906 1.757 -2.848 -1.050 -0.247
F -2.409 0.864 2.084 -0.656 0.397 -2.617 -0.255
C -3.492 -0.145 0.183 -0.682 -1.569 1.569 0.327
F -4.908 -0.072 0.516 2.234 -0.108 -0.928 -0.027
F -3.022 -1.255 0.923 -0.879 2.571 -1.945 -0.195
C -3.415 -0.475 -1.358 -0.032 -3.070 -1.808 0.472
F -4.143 -1.691 -1.512 1.406 2.431 0.756 -0.275
F -2.120 -0.821 -1.820 -2.506 1.339 1.639 -0.165
C -4.125 0.553 -2.355 -1.661 0.992 -2.885 0.612
F -3.450 0.642 -3.561 -1.179 -0.232 3.019 -0.203
F -4.331 1.827 -1.848 0.702 -2.552 -0.450 -0.193
F -5.406 0.040 -2.667 2.692 1.158 1.015 -0.236
C 1.442 1.064 -0.704 -0.552 -0.207 -0.666 -1.638
C 2.847 0.405 -0.244 0.438 4.528 -0.327 0.816
C 3.752 1.653 0.300 0.868 -0.616 0.653 -1.283
C 3.601 -0.166 -1.533 0.400 -0.165 -0.653 -1.371
N 2.724 -0.542 0.898 2.995 -4.758 -4.356 1.003
O 3.771 -1.174 1.136 -2.883 2.734 0.851 -0.324
H 0.477 -2.772 2.251 1.319 0.574 0.065 0.398
H 1.511 -1.530 3.140 0.126 -0.980 -1.273 0.359
H 2.314 -3.005 2.253 -1.030 1.016 0.177 0.431
H 1.506 -2.097 -1.363 -0.275 -0.572 1.439 0.231
H 0.787 -3.351 -0.135 0.742 1.475 -0.065 0.439
H 2.588 -3.023 -0.210 -1.509 0.627 -0.191 0.421
H -0.317 -0.616 1.884 0.680 0.217 -1.632 0.329
H -0.578 -1.156 0.163 0.888 0.920 0.429 0.320
H -0.324 2.267 2.684 0.512 -0.695 -1.001 0.279
H 1.611 2.137 -1.071 -0.166 -1.575 0.806 0.447
H 1.129 0.484 -1.647 -0.085 0.773 1.569 0.424
H 3.595 1.836 1.418 0.027 -0.188 -1.610 0.393
H 3.547 2.612 -0.270 0.235 -1.411 0.634 0.346
H 4.844 1.341 0.182 -1.423 0.576 0.120 0.431
H 2.915 -0.651 -2.302 0.696 0.673 1.196 0.338
H 4.098 0.735 -2.043 -0.869 -1.257 0.824 0.422
H 4.435 -0.902 -1.315 -1.036 0.951 0.129 0.372
V -6.875 0.383 1.500 -0.250 0.109 0.125 0.904

---

Record 2
39
Properties=species:S:1:pos:R:3:forces:R:3:mulliken_charge:R:1 method="wB97M-V/def2-TZVPD" spin_multiplicity=2 e_above_lowest_ev=0.000 orbital_gap_ev="9.1 / 8.0" homo_energy_ha="-0.4540 / -0.4615" charge=+1
Ru 0.411 -0.335 0.180 -0.076 -0.034 0.026 0.564
O -0.480 -3.824 -1.477 0.008 -0.025 0.016 -0.566
C -0.320 -2.937 -0.690 -0.042 0.079 -0.036 0.318
O 0.736 -2.114 -0.665 0.054 -0.005 0.005 -0.645
C -1.252 -2.667 0.476 0.025 -0.036 -0.024 0.605
C -2.085 -3.573 1.105 -0.016 -0.011 0.021 -0.867
C -2.535 -3.265 2.386 0.017 0.021 -0.012 -0.057
C -2.051 -2.138 3.048 -0.017 -0.024 0.000 -0.899
C -1.219 -1.288 2.346 0.009 0.031 0.030 0.701
N -0.963 -1.511 1.062 -0.013 -0.014 0.019 0.249
C -0.268 -0.247 2.909 0.009 0.006 -0.035 0.257
O -0.453 0.338 3.940 -0.010 -0.008 0.007 -0.563
O 0.807 -0.103 2.130 0.011 -0.010 0.009 -0.676
H -2.319 -4.511 0.622 0.001 0.001 -0.002 0.508
H -3.190 -3.952 2.905 -0.001 -0.001 0.000 0.439
H -2.262 -1.947 4.090 0.002 0.003 0.000 0.517
C 1.970 2.146 -0.557 -0.001 0.004 0.015 -0.742
C 0.983 2.538 0.530 0.016 -0.012 -0.012 -0.700
N -0.237 1.687 0.488 0.005 0.012 -0.018 -0.056
C -1.307 2.102 -0.449 0.014 0.002 -0.007 -0.783
C -0.984 1.777 -1.897 -0.012 -0.004 -0.008 -0.636
S -0.373 0.060 -2.051 -0.008 0.005 0.008 -0.043
C 1.242 0.275 -2.883 0.023 -0.011 -0.017 -0.659
C 2.432 0.129 -1.933 -0.019 -0.004 0.000 -0.754
N 2.130 0.670 -0.587 0.003 -0.004 -0.003 -0.020
H 2.928 2.637 -0.380 -0.003 0.004 0.000 0.391
H 1.631 2.471 -1.537 -0.002 0.000 0.003 0.280
H 0.721 3.596 0.450 -0.002 0.001 -0.006 0.446
H 1.430 2.369 1.509 -0.002 -0.004 0.001 0.407
H -0.637 1.727 1.422 0.013 0.007 0.006 0.323
H -1.511 3.172 -0.348 0.003 0.000 0.004 0.354
H -2.206 1.563 -0.148 -0.001 0.000 -0.003 0.432
H -0.245 2.450 -2.323 0.000 0.002 0.008 0.382
H -1.886 1.862 -2.501 0.003 -0.005 -0.001 0.506
H 1.216 1.236 -3.395 -0.002 0.004 0.008 0.442
H 1.293 -0.497 -3.648 0.002 0.002 0.002 0.500
H 3.304 0.622 -2.369 -0.002 0.006 0.001 0.408
H 2.659 -0.927 -1.800 -0.002 0.000 0.001 0.362
H 2.892 0.410 0.034 0.011 0.018 -0.007 0.275

---

| no. | E_tot (a.u.) | strongest force on any atom (Eh/bohr) |
| --- | --- | --- |
| 1 | -3424.144017 | 0.1763 |
| 2 | -1463.737352 | 0.0019 |